293
Properties=species:S:1:pos:R:3 method="wB97M-V/def2-TZVPD" total_charge=+5 energy_ha=-5011.4006 orbital_gap_ev=2.2
C -10.68855 -7.76438 -7.65477
C -11.27028 -6.38969 -7.53442
C -10.31189 -5.40125 -6.82694
C -9.13815 -4.89296 -7.73813
N -7.94590 -4.11574 -7.16662
C -7.13704 -3.70250 -8.45960
C -7.15369 -2.18367 -8.58449
C -8.50855 -1.80345 -7.88491
C -8.44729 -2.75128 -6.64352
C -7.24089 -4.90122 -6.09106
H -9.79549 -7.51911 -8.22957
H -11.31349 -8.41883 -8.26241
H -10.31933 -8.16046 -6.70876
H -12.28099 -6.53958 -7.15480
H -11.46705 -6.06584 -8.55642
H -9.79450 -5.91495 -6.01668
H -10.84604 -4.58353 -6.34308
H -9.65660 -4.38386 -8.55061
H -8.59439 -5.77608 -8.07356
H -6.08982 -3.99390 -8.37880
H -7.58563 -4.12156 -9.36030
H -6.23750 -1.70692 -8.23607
H -7.13477 -2.08654 -9.66999
H -8.48684 -0.81503 -7.42594
H -9.40704 -2.06020 -8.44608
H -7.80111 -2.27249 -5.90778
H -9.40620 -2.88857 -6.14379
H -7.34937 -5.96423 -6.30633
H -7.69085 -4.69827 -5.11923
H -6.20572 -4.65776 -5.85180
C 3.78583 -1.42514 -16.31433
C 2.64378 -2.13124 -17.03963
C 1.59341 -2.65832 -16.14635
C 2.04473 -3.84028 -15.24869
N 1.24716 -4.22543 -14.00473
C 0.92487 -3.09857 -12.98575
C 1.41976 -3.51526 -11.60096
C 2.63820 -4.34064 -11.89150
C 2.04629 -5.19077 -13.05539
C -0.06536 -4.92992 -14.51408
H 3.42669 -0.79073 -15.50398
H 4.30186 -0.78772 -17.03232
H 4.46905 -2.18865 -15.94237
H 2.96889 -2.79665 -17.83940
H 2.28139 -1.28356 -17.62118
H 0.71993 -2.93419 -16.73713
H 1.28690 -1.80669 -15.53901
H 3.06219 -3.66005 -14.90171
H 2.06594 -4.79748 -15.76967
H -0.15947 -3.05226 -12.88495
H 1.46355 -2.18144 -13.22411
H 0.61401 -4.15352 -11.23833
H 1.62132 -2.66157 -10.95389
H 2.80515 -4.97687 -11.02235
H 3.55100 -3.83017 -12.19862
H 1.40492 -5.85405 -12.47506
H 2.71913 -5.70919 -13.73851
H 0.22444 -5.60333 -15.32070
H -0.67448 -4.22987 -15.08593
H -0.77707 -5.34102 -13.79815
C -4.33192 -3.18026 3.22637
C -5.24732 -2.98681 1.96888
C -5.30835 -1.56341 1.38285
C -6.56053 -0.80810 1.99646
N -6.47841 0.76248 1.88803
C -5.12047 1.31228 2.41382
C -5.40277 2.80403 2.74517
C -6.75739 2.61700 3.44823
C -7.51017 1.66135 2.59136
C -6.44599 1.20475 0.42316
H -4.34738 -4.19642 3.62042
H -4.72042 -2.57328 4.04413
H -3.31230 -2.90596 2.95575
H -6.30887 -3.15047 2.15449
H -4.97147 -3.77906 1.27293
H -5.33673 -1.56347 0.29322
H -4.32236 -1.10826 1.47646
H -6.70485 -0.94185 3.06854
H -7.47939 -1.22150 1.58065
H -4.30635 1.30495 1.68907
H -4.96327 0.72289 3.31715
H -5.55764 3.59541 2.01180
H -4.62863 3.18371 3.41200
H -7.30075 3.56190 3.45220
H -6.57158 2.53545 4.51918
H -8.04745 2.26046 1.85618
H -8.22193 1.02490 3.11713
H -6.36185 2.29040 0.37427
H -7.35805 0.76269 0.02211
H -5.48005 0.85925 0.05481
C 7.85503 2.46321 -7.75983
C 7.43450 2.20659 -9.21220
C 8.36903 1.20558 -9.95897
C 9.85272 1.65598 -10.13073
N 10.75030 0.92702 -11.16494
C 12.21256 1.40226 -11.15654
C 12.66756 1.63760 -12.63663
C 11.39111 1.87852 -13.20453
C 10.37625 0.90620 -12.64839
C 10.74686 -0.57754 -10.83440
H 7.96985 1.59314 -7.11339
H 7.11665 3.13027 -7.31493
H 8.78327 3.02948 -7.83608
H 7.31706 3.13750 -9.76691
H 6.46466 1.70917 -9.20164
H 7.95433 0.92554 -10.92731
H 8.34533 0.20737 -9.52180
H 10.39120 1.71193 -9.18468
H 9.91867 2.70599 -10.41572
H 12.94717 0.79385 -10.62902
H 12.22502 2.31044 -10.55392
H 13.15622 0.75676 -13.05307
H 13.30154 2.52403 -12.65617
H 11.49363 1.74119 -14.28098
H 11.09502 2.91620 -13.05079
H 10.43763 -0.04691 -13.17366
H 9.37753 1.31319 -12.80652
H 10.98250 -0.44666 -9.77826
H 11.55470 -0.96892 -11.45272
H 9.73916 -0.82281 -11.16978
C -1.01606 -1.22249 12.51368
C -1.94924 -0.70632 13.71415
C -2.01504 0.84820 13.97321
C -3.31276 1.43649 13.30479
P -3.12205 3.04119 12.49920
C -1.70184 4.06781 13.26670
C -1.86023 4.95293 14.54655
C -2.10687 3.97210 15.77759
C -2.18715 4.80160 17.05332
C -2.64447 2.80565 10.78785
C -1.17189 2.31355 10.43067
C -0.87966 1.95408 9.05005
C -0.58069 3.08215 8.02632
C -4.74329 3.88115 12.58666
C -5.29167 3.98447 14.06030
C -5.98498 5.38429 14.14934
C -7.32144 5.53372 13.41062
H 0.05298 -1.26122 12.72283
H -1.25808 -0.66408 11.60942
H -1.18540 -2.20561 12.07448
H -1.73592 -1.22882 14.64668
H -2.95814 -1.06729 13.51433
H -1.08689 1.17244 13.50256
H -2.12107 1.02792 15.04304
H -4.10707 1.71556 13.99710
H -3.77021 0.68716 12.65877
H -1.69523 4.81735 12.47535
H -0.80350 3.45100 13.29195
H -2.59507 5.75361 14.46263
H -0.99290 5.57232 14.77502
H -1.21199 3.38751 15.99099
H -2.81391 3.14940 15.67099
H -2.12466 4.09822 17.88366
H -3.05504 5.45763 17.12046
H -1.26114 5.36243 17.18007
H -3.01343 3.71674 10.31680
H -3.38092 2.01685 10.63440
H -0.89168 1.44975 11.03353
H -0.34673 2.90132 10.83284
H -1.66048 1.28462 8.68913
H -0.06926 1.22609 9.01288
H -1.23697 3.94411 7.90625
H -0.74463 2.68621 7.02408
H 0.47020 3.32671 8.18094
H -5.41876 3.33114 11.93140
H -4.68245 4.85952 12.11002
H -4.54753 3.93560 14.85525
H -6.09115 3.28341 14.30005
H -5.30027 6.19664 13.90575
H -6.20183 5.54489 15.20541
H -7.24319 5.13983 12.39729
H -7.54958 6.59134 13.27833
H -8.15467 5.02886 13.89942
C 5.60692 -16.23252 1.83008
C 4.72356 -15.81140 0.60584
C 4.38917 -14.31076 0.61026
C 4.02802 -13.85765 -0.73233
P 2.45711 -12.91965 -0.99739
C 1.86031 -13.13717 -2.76714
C 2.87489 -12.79525 -3.89713
C 2.44264 -13.18585 -5.34577
C 2.57484 -14.77552 -5.69084
C 2.68400 -11.12144 -0.61358
C 1.59997 -10.08724 -0.67270
C 1.40226 -9.52045 -2.05276
C 2.60281 -8.73490 -2.50436
C 1.05921 -13.53083 0.02182
C 0.47287 -14.88474 -0.24324
C -0.96584 -15.08683 0.39685
C -1.58937 -16.49881 0.40816
H 5.94435 -15.33430 2.34722
H 6.43303 -16.94287 1.79731
H 5.02886 -16.79995 2.55945
H 3.70476 -16.19041 0.68641
H 5.08537 -16.19074 -0.34982
H 5.30794 -13.80838 0.91290
H 3.68159 -14.05551 1.39911
H 3.73235 -14.70663 -1.34869
H 4.89437 -13.42864 -1.23581
H 0.94944 -12.58311 -2.99385
H 1.72031 -14.21574 -2.83930
H 3.75245 -13.42631 -3.75667
H 3.06630 -11.72277 -3.86152
H 3.16317 -12.58876 -5.90472
H 1.45149 -12.73604 -5.40370
H 2.77175 -15.38506 -4.80890
H 3.34393 -14.94984 -6.44331
H 1.74409 -15.24157 -6.22072
H 3.52621 -10.80533 -1.22910
H 3.19125 -11.13527 0.35111
H 1.87917 -9.23741 -0.04987
H 0.63557 -10.45995 -0.32754
H 0.60010 -8.81612 -1.83241
H 1.05544 -10.23660 -2.79771
H 3.11670 -8.27170 -1.66207
H 2.27668 -7.93213 -3.16564
H 3.44865 -9.14481 -3.05628
H 0.36265 -12.71545 -0.17326
H 1.40542 -13.39618 1.04658
H 1.09977 -15.71128 0.09135
H 0.34077 -15.00018 -1.31902
H -1.66937 -14.37501 -0.03494
H -0.94376 -14.72485 1.42476
H -0.73543 -17.13316 0.17048
H -2.44985 -16.76147 -0.20722
H -1.96288 -16.72032 1.40792
C 3.95472 17.37950 7.62341
C 4.70838 16.25454 8.37871
C 4.10731 14.81513 8.41606
C 3.95599 14.34720 6.92575
P 2.70115 13.11312 6.49237
C 1.12230 13.87072 5.95374
C 0.66579 14.92958 6.98927
C -0.37553 15.96491 6.58259
C -1.81658 15.52309 6.72789
C 2.59275 12.12684 8.00761
C 3.88789 11.31720 8.45094
C 3.61043 10.70521 9.86819
C 4.68240 9.63344 10.25129
C 3.24838 12.22013 5.01926
C 2.25191 11.19343 4.29210
C 2.95163 10.52924 3.04470
C 2.04932 9.76864 2.09279
H 4.67117 18.19069 7.49386
H 3.23453 17.82138 8.31201
H 3.58274 17.16984 6.62053
H 4.77805 16.74459 9.34984
H 5.72805 16.13889 8.01130
H 3.10075 15.07259 8.74571
H 4.67636 14.23454 9.14214
H 4.95127 13.99934 6.64910
H 3.73003 15.16641 6.24315
H 0.31261 13.14196 5.99107
H 1.15472 14.17007 4.90615
H 1.55223 15.47312 7.31621
H 0.36412 14.35741 7.86660
H -0.13684 16.11269 5.52937
H -0.18092 16.97814 6.93416
H -2.49136 16.34364 6.48402
H -2.06590 15.22642 7.74668
H -2.05438 14.60362 6.19298
H 1.81350 11.37054 7.91335
H 2.19660 12.77422 8.78995
H 4.79345 11.86897 8.70315
H 4.11529 10.47743 7.79429
H 2.62855 10.24180 9.96446
H 3.57079 11.55110 10.55449
H 4.39356 8.61354 9.99740
H 4.79962 9.62507 11.33494
H 5.56555 9.77672 9.62870
H 4.18563 11.72087 5.26498
H 3.31604 12.99488 4.25554
H 1.31111 11.68133 4.03726
H 1.89301 10.37616 4.91770
H 3.78227 9.95459 3.45449
H 3.59108 11.28420 2.58729
H 2.64117 9.65492 1.18456
H 1.15805 10.33434 1.82126
H 1.78958 8.77815 2.46636
C 0.77163 1.35402 -4.34294
C -0.17200 0.44334 -3.58386
O 0.06189 0.36110 -2.37604
O -1.09437 0.02059 -4.24386
H 0.20793 1.52132 -5.26074
H 1.63747 0.78371 -4.67934
H 0.92977 2.27973 -3.78963
C -3.14718 6.28619 -4.70218
C -4.62609 6.76975 -5.21889
O -5.41892 7.37646 -4.53162
O -5.07963 6.47671 -6.29486
H -2.83031 5.47655 -5.35957
H -3.22763 5.76243 -3.74965
H -2.37447 7.04443 -4.82907

17
Properties=species:S:1:pos:R:3 method="wB97M-V/def2-TZVPD" total_charge=0 smiles=CO[C@H]1CO[C@H]1C energy_ha=-346.9194 e_above_lowest_kcal_mol=66.5 orbital_gap_ev=10.5
C 1.65270 1.35589 0.05173
O 0.79292 0.77769 -0.89927
C 0.34913 -0.54453 -0.77309
C 0.52349 -1.40790 0.49381
O -0.87831 -1.69112 0.52444
C -1.15996 -0.69908 -0.48745
C -1.84056 0.54680 0.07239
H 1.89451 0.68596 0.88512
H 2.58509 1.62969 -0.45436
H 1.17879 2.26412 0.44838
H 0.68174 -1.07523 -1.67074
H 0.85020 -0.87931 1.39752
H 1.13294 -2.31244 0.37695
H -1.74998 -1.14594 -1.29486
H -2.57716 0.95789 -0.62276
H -2.35557 0.29384 1.00225
H -1.12787 1.34557 0.28735

44
Properties=species:S:1:pos:R:3 method="wB97M-V/def2-TZVPD" total_charge=+3 energy_ha=-1379.6999 orbital_gap_ev=7.4
Hf -0.80679 0.50023 -0.11044
C 3.46810 0.22881 -1.35889
C 2.24128 0.73968 -0.95510
N 1.30158 -0.01453 -0.36974
C 1.55360 -1.35370 -0.18945
C 2.74968 -1.94515 -0.57932
C 3.72075 -1.11194 -1.17464
C 2.95420 -3.35264 -0.36284
C 1.99611 -4.10218 0.22311
C 0.75334 -3.50693 0.63554
C -0.26790 -4.23520 1.27948
C -1.42452 -3.60706 1.68041
C -1.57726 -2.25264 1.41078
N -0.63878 -1.53076 0.78534
C 0.53268 -2.14831 0.42246
H 4.19241 0.88620 -1.81847
H 2.00340 1.78523 -1.11370
H 4.66606 -1.53853 -1.48999
H 3.89279 -3.79224 -0.67420
H 2.14748 -5.15947 0.39743
H -0.12772 -5.29387 1.46604
H -2.21069 -4.14199 2.19433
H -2.48041 -1.73615 1.71612
N -3.12315 0.13194 -0.77236
N -2.62914 -0.85567 -1.67771
C -1.46706 -0.54742 -2.38436
O -0.84155 -1.28380 -3.05502
O -1.05507 0.75987 -1.99873
H -3.79087 -0.31613 -0.14767
H -3.59667 0.87797 -1.28465
H -3.28400 -1.50791 -2.09866
C -0.58008 4.06420 -0.79351
P -0.72847 3.11409 0.74451
C 0.71624 3.47215 1.76883
C -2.18732 3.71010 1.62611
H -0.17800 5.04715 -0.53716
H -1.56790 4.18498 -1.23920
H 0.07768 3.60528 -1.53109
H 0.79425 4.55688 1.87140
H 1.63246 3.10003 1.31096
H 0.60156 3.02652 2.75686
H -2.10161 4.79510 1.72300
H -2.22706 3.26635 2.62092
H -3.10365 3.48149 1.08327

Taking the records one at a time from the top gives LUMO energy values of -5.714 0.981 -11.056 eV.